Record 1
DFT (ωB97M-V with the def2-TZVPD basis set) results for a molecular structure, C13H25INO4P2Tl at a distorted geometry.

Cartesian coordinates (Å):
Tl 0.164 0.880 0.789
I 0.317 -1.984 1.776
P -1.989 0.878 2.042
P 1.974 0.399 -0.986
O -1.185 2.677 -1.396
O -1.945 -0.270 -1.971
O -1.951 -2.293 -0.203
O 2.165 -3.243 0.101
N 0.304 -1.751 -0.624
C -1.315 -0.043 -1.039
C -0.577 -3.663 -1.614
C 2.784 2.009 -1.428
C 1.607 -0.417 -2.499
C -0.890 -2.437 -0.786
C 3.262 -0.520 -0.059
C -2.373 2.597 2.456
C -1.597 0.000 3.581
C -0.452 2.789 -0.434
C -3.421 0.115 1.304
C 1.494 -2.833 -0.824
C 0.225 3.904 0.293
C 0.948 -3.762 -1.857
H -0.865 -4.448 -0.898
H -1.155 -3.722 -2.545
H -1.515 3.062 2.943
H 3.273 -0.263 0.999
H -3.208 -0.931 1.067
H 1.271 -4.779 -1.575
H 3.040 -1.588 -0.129
H 2.582 -0.567 -3.086
H 3.638 1.699 -2.028
H 2.049 2.584 -2.002
H 0.840 0.155 -3.081
H -3.695 0.651 0.395
H 1.248 -3.471 -2.900
H -0.117 3.920 1.348
H 4.200 -0.351 -0.574
H -0.090 4.765 -0.255
H 3.082 2.520 -0.505
H -3.216 2.522 3.134
H -2.641 3.136 1.547
H 1.321 3.747 0.264
H -1.752 -1.069 3.406
H 1.208 -1.399 -2.386
H -2.284 0.404 4.314
H -0.562 0.176 3.872
H -4.202 0.215 2.054

The calculation puts the HOMO energy (spin up / spin down) at -13.9 / -13.1 eV. Its energy relative to the best compared isomer or geometry (same formula, charge and spin) is 86.33 kJ/mol. As for the molecular weight: 652.58 g mol⁻¹. Its net charge is +2. As for the lowest unoccupied orbital energy (spin up / spin down): -9.0 / -9.0 eV.



Record 2
DFT (ωB97M-V with the def2-TZVPD basis set) results for 2 unconnected molecules or ions with the total composition C13H25N2O4P.

Cartesian coordinates (Å):
P -3.060 -0.190 0.563
O 7.182 1.848 -1.039
O -4.005 -0.470 -0.768
O -2.729 -3.510 -0.317
O 6.119 2.601 0.677
N 1.309 1.275 0.268
N 6.432 2.628 -0.493
C -3.138 1.638 0.435
C -3.058 -2.672 -1.400
C -4.282 -1.844 -1.034
C 2.999 -0.084 -0.120
C -1.430 -5.326 0.558
C 2.317 1.655 1.103
C -2.184 2.347 1.418
C -0.010 1.885 0.198
C 5.815 3.701 -1.318
C 1.719 0.212 -0.477
C -1.593 -4.319 -0.579
C 3.382 0.832 0.884
C -0.769 1.786 1.514
H -4.088 -0.285 1.546
H 6.175 3.598 -2.335
H 1.092 -0.264 -1.212
H 3.591 -0.886 -0.535
H -0.710 -3.675 -0.661
H 4.739 3.567 -1.254
H 6.105 4.651 -0.880
H -3.267 -3.281 -2.290
H 0.090 2.929 -0.108
H -2.317 -5.311 1.188
H -0.767 0.743 1.837
H -5.006 -1.848 -1.847
H -2.228 -1.998 -1.651
H -2.628 2.316 2.418
H -1.301 -6.337 0.171
H 2.219 2.485 1.783
H -1.735 -4.830 -1.538
H -0.226 2.345 2.283
H -0.548 1.327 -0.572
H -0.558 -5.105 1.174
H -4.155 1.976 0.645
H -2.941 1.927 -0.601
H -2.141 3.406 1.146
H 4.338 0.865 1.381
H -4.751 -2.312 -0.161

The calculation puts the HOMO energy at -8.2 eV. As for the structure (SMILES): CCOCCOPCCCCn1cccc1.C[N+](=O)[O-]. As for the molecular weight: 304.33 g mol⁻¹. As for the lowest unoccupied orbital energy: 0.6 eV.



Record 3
DFT (ωB97M-V with the def2-TZVPD basis set) results for a molecular structure, C13H25NO5Pt at a distorted geometry.

Cartesian coordinates (Å):
Pt 10.557 -1.021 10.884
O 10.024 -3.101 10.308
O 11.337 -0.165 12.807
O 8.690 -2.026 11.429
O 10.945 0.870 9.708
O 12.597 -1.360 11.561
N 10.340 0.063 8.775
C 12.444 -0.690 12.639
C 13.582 -0.313 13.608
C 9.106 -1.144 6.315
C 8.923 1.843 7.531
C 8.383 -4.462 11.492
C 11.915 0.553 6.855
C 8.246 -0.538 7.476
C 9.019 -3.120 11.021
C 8.963 0.553 8.342
C 12.451 -1.310 8.382
C 10.543 -1.561 6.868
C 8.098 0.715 9.589
C 11.299 -0.541 7.727
H 7.887 2.075 7.281
H 8.651 -2.057 5.930
H 11.610 0.508 5.809
H 7.796 -0.199 10.100
H 13.041 -0.720 9.084
H 11.093 -1.900 5.989
H 7.585 -4.802 10.834
H 12.244 -2.261 8.873
H 9.108 -5.270 11.586
H 11.670 1.531 7.270
H 13.144 -1.555 7.577
H 14.413 0.340 13.342
H 7.894 -4.373 12.462
H 7.143 1.121 9.256
H 12.987 0.479 6.671
H 7.422 -0.152 6.877
H 10.493 -2.470 7.468
H 9.102 -0.391 5.527
H 11.053 1.699 9.236
H 7.894 -1.224 8.247
H 9.401 1.650 6.570
H 13.082 0.122 14.473
H 14.005 -1.249 13.974
H 9.403 2.637 8.103
H 8.419 1.444 10.334

The multiplicity is 3. The calculation puts the HOMO energy (spin up / spin down) at -7.9 / -8.2 eV. Its energy relative to the best compared isomer or geometry (same formula, charge and spin) is 106.34 kJ/mol. As for the molecular weight: 470.42 g mol⁻¹. As for the lowest unoccupied orbital energy (spin up / spin down): 0.4 / -0.1 eV.



Record 4
DFT (ωB97M-V with the def2-TZVPD basis set) results for a molecular structure, C13H26AsBr6F6O19S5 at a distorted geometry.

Cartesian coordinates (Å):
Br -1.128 -4.004 3.602
Br 2.534 3.645 1.805
Br 5.648 3.981 1.098
Br 4.673 2.968 4.082
Br -0.258 -1.547 5.567
Br 2.245 -3.262 3.900
As 0.910 0.042 0.474
S -4.278 -0.734 -3.007
S 0.135 -5.475 -0.319
S -1.079 6.449 -0.822
S 6.551 2.378 -2.576
S -5.318 1.077 3.400
F 2.064 -1.250 0.969
F -0.526 -1.012 1.021
F 1.003 -0.763 -1.073
F 2.279 1.067 0.052
F 0.943 0.813 2.144
F -0.201 1.277 -0.187
O -0.747 -6.178 0.595
O -0.160 5.170 -1.186
O -2.950 -1.660 -2.692
O -0.740 6.202 0.788
O -0.971 -4.538 -1.273
O -5.515 -1.495 -2.758
O -0.568 7.679 -1.449
O -4.147 -0.051 -4.277
O 5.307 1.751 -3.494
O 1.105 -6.240 -1.165
O -3.861 0.314 -1.804
O 6.102 3.593 -1.861
O 6.445 1.096 -1.649
O -5.088 2.240 4.298
O -4.083 1.005 2.282
O -6.661 0.789 2.893
O -4.653 -0.228 4.151
O 7.757 2.336 -3.434
O -2.384 6.006 -1.081
C -3.200 -0.352 4.073
C 4.684 0.643 -2.883
C -0.860 -4.698 -2.689
C -2.422 0.282 -1.470
C 0.234 -2.612 3.947
C 5.149 0.749 -1.381
C -0.249 4.221 -0.236
C -1.854 -0.913 -2.219
C -2.867 0.345 2.797
C -2.116 -5.511 -3.116
C 4.338 3.039 2.149
C 0.918 -3.938 0.442
C -0.731 4.846 1.077
H -2.141 -6.489 -2.637
H -2.191 1.190 2.926
H 0.243 -1.971 3.065
H -2.873 -1.392 4.041
H 3.605 0.702 -3.030
H -1.933 1.224 -1.722
H 1.447 -3.348 -0.306
H 1.562 -4.154 1.294
H -1.244 -1.480 -1.516
H -2.883 0.149 4.987
H 5.124 -0.204 -3.409
H -2.108 -5.786 -4.171
H -1.010 -3.672 -3.024
H 5.050 -0.145 -0.765
H -0.059 4.717 1.925
H -1.366 -0.602 -3.143
H -2.585 -0.173 1.880
H 4.625 1.550 -0.860
H -1.003 3.489 -0.528
H 0.734 3.749 -0.246
H -2.213 0.100 -0.416
H -2.956 -4.863 -2.866
H 0.085 -5.152 -2.986
H 4.357 2.016 1.771
H -1.706 4.460 1.378
H 0.029 -3.457 0.850

The calculation puts the HOMO energy at -8.6 eV. As for the molecular weight: 1315.00 g mol⁻¹. Its net charge is -1. As for the lowest unoccupied orbital energy: 0.5 eV.



Record 5
DFT (ωB97M-V with the def2-TZVPD basis set) results for a molecular structure, C13H26Be2N2O16 at a distorted geometry.

Cartesian coordinates (Å):
O -2.769 7.118 -2.510
O -4.489 -2.059 2.196
O 1.167 -3.177 -0.359
O 0.473 -6.610 -3.345
O 2.162 -1.850 -1.566
O 0.199 -6.969 -5.379
O -2.012 5.265 -3.617
O -2.792 5.225 -1.487
O 7.235 -2.621 -3.066
O 0.853 -1.138 -0.015
O 8.952 -1.429 -2.115
O 9.499 -3.025 -3.491
O 0.697 -5.033 -4.712
O -4.219 -2.136 0.026
O -3.502 -3.834 1.421
O -1.987 1.346 6.385
N 1.395 -2.049 -0.634
N 0.512 -6.270 -4.480
C 9.313 -4.211 -4.333
C -3.382 3.261 5.958
C -2.120 3.238 5.079
C 8.157 -0.671 -1.203
C -4.921 -2.484 3.532
C -3.077 2.087 6.973
C -2.475 5.782 -2.629
C -2.744 3.855 -1.343
C -1.787 1.794 5.101
C 8.471 -2.385 -2.928
C -2.384 8.043 -3.545
C -3.517 -2.668 -1.175
C -3.981 -2.738 1.248
Be -0.413 -6.874 1.117
Be 3.559 -1.941 -5.487
H -3.922 1.405 7.066
H 8.502 -4.846 -3.977
H -5.669 -3.272 3.446
H 8.652 0.294 -1.097
H -1.356 3.855 5.551
H -2.102 9.046 -3.224
H 10.152 -4.818 -4.675
H -2.393 3.686 4.123
H -3.634 4.231 6.386
H 8.931 -3.844 -5.285
H -2.667 -2.062 -1.489
H -0.817 1.619 4.634
H -2.335 3.567 -0.374
H -4.045 -2.982 3.948
H -3.089 -3.664 -1.058
H -4.273 2.852 5.481
H -5.233 -1.738 4.263
H -3.687 3.382 -1.618
H -3.190 8.157 -4.270
H -2.454 1.206 4.470
H -2.150 3.369 -2.117
H 7.129 -0.435 -1.480
H -4.241 -2.804 -1.978
H -1.482 7.614 -3.981
H -2.878 2.590 7.920
H 8.175 -1.251 -0.280

The calculation puts the HOMO energy at -13.5 eV. As for the molecular weight: 484.37 g mol⁻¹. Its net charge is +2. As for the lowest unoccupied orbital energy: -12.0 eV.



| no. | E (Eh) |
| --- | --- |
| 1 | -2018.14514 |
| 2 | -1262.03284 |
| 3 | -1060.45371 |
| 4 | -22210.49508 |
| 5 | -1852.23509 |